(1)
{
  "formula": "C2H8N2O3P",
  "method": "wB97M-V/def2-TZVPD",
  "max_force_ev_per_a": 4.95,
  "lumo_ha": 0.1499,
  "gap_ev": 9.01,
  "e_above_lowest_kj_mol": 53.7,
  "charge": -1,
  "homo_energy_ev": -4.9,
  "smiles": "NC[C@H](N)[P@@](=O)([O-])O",
  "species": ["H", "O", "H", "P", "C", "N", "H", "N", "O", "H", "H", "H", "O", "H", "H", "C"],
  "coordinates": [[-0.352, -2.145, 0.357], [1.524, -1.778, -0.062], [0.491, 1.760, -0.921], [1.386, -0.251, -0.026], [-1.133, -0.408, -0.343], [-1.281, -1.613, 0.438], [1.954, 1.157, 1.263], [-0.107, 1.966, -0.191], [2.195, 0.228, 1.301], [-0.956, 2.414, -0.547], [-2.199, -0.002, -0.459], [-1.982, -2.215, -0.010], [1.939, 0.426, -1.251], [-0.435, 0.597, 1.443], [-0.787, -0.599, -1.343], [-0.259, 0.463, 0.352]],
  "forces_ev_per_angstrom": [[-1.353, 0.917, 0.249], [-1.227, 1.656, 0.538], [1.711, 0.293, -2.441], [2.945, -2.738, -0.920], [-4.627, -0.790, -1.047], [0.786, -2.339, -0.017], [0.407, 0.723, 0.581], [-1.584, -1.718, 2.500], [-0.029, 0.263, 0.109], [0.067, -0.734, 0.252], [1.163, -0.087, 0.090], [0.324, 0.273, 0.228], [-0.725, 0.507, 0.373], [-0.101, -0.679, -0.809], [0.328, 0.013, -0.745], [1.915, 4.438, 1.060]],
  "mulliken_charge": [0.334, -0.852, 0.320, 0.969, -0.601, -0.710, 0.342, -0.706, -0.565, 0.221, 0.369, 0.235, -0.783, 0.348, 0.228, -0.149]
}

(2)
{
  "formula": "C34H37N5O5S2SbV",
  "method": "wB97M-V/def2-TZVPD",
  "max_force_ev_per_a": 4.37,
  "lumo_ha": [-0.1258, -0.1340],
  "gap_ev": [6.65, 6.47],
  "e_above_lowest_kj_mol": 239.6,
  "charge": 1,
  "homo_energy_ev": [-10.1, -10.1],
  "multiplicity": 2,
  "species": ["H", "H", "H", "C", "N", "V", "O", "C", "N", "H", "O", "C", "H", "N", "H", "C", "C", "H", "C", "H", "C", "C", "S", "Sb", "C", "H", "O", "C", "H", "C", "H", "H", "H", "C", "H", "O", "N", "H", "H", "C", "H", "C", "H", "H", "H", "C", "H", "H", "H", "C", "H", "H", "C", "O", "H", "H", "C", "H", "C", "C", "C", "C", "H", "C", "N", "H", "C", "H", "C", "C", "C", "C", "H", "C", "C", "H", "H", "H", "C", "S", "C", "H", "C", "H", "C"],
  "coordinates": [[-1.315, 5.728, -4.902], [1.820, -1.208, -3.925], [-1.110, -3.126, -1.144], [2.296, -2.196, 5.601], [3.393, -0.196, -2.503], [0.903, 0.407, -1.352], [-0.643, -0.033, -1.746], [-1.421, -1.014, -1.440], [1.380, 1.538, -2.834], [0.794, -3.224, -4.202], [3.145, -0.893, 1.438], [-4.766, -2.461, 1.090], [6.198, -1.954, -2.998], [-1.289, 3.677, -2.204], [2.174, 2.550, -5.533], [4.594, 0.677, -4.380], [1.606, -2.252, 0.186], [2.364, -3.029, 0.043], [3.504, 0.700, -3.496], [1.904, 3.633, -4.182], [-0.677, -2.192, -0.762], [4.343, -1.097, -2.339], [-0.487, 0.120, 1.454], [-1.642, -0.438, 3.346], [-2.397, 1.522, 3.800], [-5.234, 3.329, 3.844], [-2.612, -1.066, -1.617], [-0.098, -1.311, 4.560], [-0.406, 2.320, 3.796], [1.144, -2.989, -2.085], [2.232, -2.960, -2.191], [-3.834, -0.534, 1.210], [-4.101, -5.072, 3.132], [5.456, -1.189, -3.163], [0.829, -4.027, -1.889], [0.875, -1.212, -3.730], [0.376, 2.377, -3.071], [2.032, -3.917, 4.353], [4.654, 1.379, -5.196], [-3.910, -1.524, 1.641], [6.430, -0.313, -4.868], [-3.255, 4.136, 3.886], [3.553, 3.184, -4.632], [-5.481, -4.474, 1.182], [4.212, -1.774, -1.505], [2.436, 1.667, -3.595], [-0.586, -2.528, -3.339], [-1.054, 6.164, -3.213], [0.122, 5.151, -4.047], [1.755, -0.997, 6.033], [3.252, -2.524, 5.976], [-4.474, 0.981, 3.753], [-1.706, 4.123, -3.518], [2.067, 0.025, -0.280], [-0.109, -3.121, 3.409], [-1.515, 3.306, -4.214], [-3.754, 1.788, 3.795], [-2.597, -3.399, 4.148], [0.421, -2.528, 4.146], [-4.179, 3.107, 3.844], [0.506, -2.530, -3.402], [1.619, -2.973, 4.676], [2.279, -0.402, 6.765], [-0.939, 5.370, -3.948], [0.755, -2.119, -0.981], [1.043, -2.504, 1.089], [-1.464, 2.545, 3.833], [-3.592, 5.161, 3.914], [-1.898, 3.858, 3.884], [2.534, 2.823, -4.542], [0.555, -0.545, 5.508], [-4.051, -4.075, 2.720], [-0.919, -2.102, 0.302], [5.579, -0.276, -4.204], [2.365, -0.931, 0.524], [-1.178, 4.660, 3.913], [0.136, 0.399, 5.835], [-2.776, 4.331, -3.491], [-0.271, 2.836, -2.037], [0.274, 2.438, -0.420], [-3.198, -3.139, 3.285], [-5.367, -2.195, 0.234], [-3.132, -1.870, 2.736], [-1.647, 4.158, -1.392], [-4.829, -3.737, 1.624]],
  "forces_ev_per_angstrom": [[0.008, 0.069, -0.118], [-0.110, 0.026, -0.033], [0.073, 0.166, 0.061], [0.014, 0.025, 0.041], [-0.238, 0.304, -0.544], [0.162, 1.507, -1.755], [-2.941, 0.594, -1.618], [-2.253, -3.207, 1.210], [1.971, 0.330, -1.027], [-0.103, 0.024, 0.138], [-0.338, 0.438, -0.811], [-0.008, 0.039, -0.060], [0.073, -0.038, 0.054], [-0.154, -0.155, 0.097], [-0.066, -0.068, -0.125], [-0.513, 0.188, 0.279], [0.389, 0.302, 0.497], [-0.077, 0.080, 0.005], [1.050, -0.868, 0.047], [0.042, -0.055, -0.057], [-0.723, 0.076, -0.089], [0.155, -0.129, 0.009], [-0.229, -0.069, 0.602], [0.384, -0.012, -0.780], [0.128, -0.880, 0.123], [-0.119, 0.018, -0.009], [0.806, 0.520, -0.146], [-0.788, 0.374, -0.194], [0.037, 0.048, -0.046], [-0.129, 0.060, -0.675], [-0.094, -0.073, 0.014], [0.002, 0.005, -0.104], [-0.022, -0.089, 0.055], [0.038, 0.227, -0.167], [0.155, 0.109, 0.009], [0.379, 0.354, -0.092], [-1.433, 1.062, -1.432], [0.035, -0.072, -0.022], [0.032, 0.101, -0.036], [0.046, 0.235, -0.057], [0.008, -0.006, -0.037], [-0.041, 0.036, 0.002], [0.136, -0.098, 0.015], [-0.091, -0.073, -0.035], [0.058, -0.110, 0.067], [-0.998, 0.735, 0.027], [0.132, -0.107, -0.031], [-0.033, 0.098, 0.035], [0.061, -0.008, -0.024], [0.107, 0.031, 0.033], [0.075, -0.052, 0.107], [-0.080, 0.000, 0.005], [0.101, 0.318, -0.318], [3.280, 1.105, 2.506], [0.081, -0.035, -0.026], [-0.173, 0.071, 0.057], [-0.089, -0.150, 0.138], [0.006, -0.052, 0.000], [-0.228, -0.104, -0.145], [-0.132, 0.008, -0.025], [0.032, -0.505, 0.121], [0.004, -0.081, -0.080], [0.041, 0.069, 0.066], [-0.103, -0.131, 0.009], [0.039, 0.408, 0.032], [0.068, 0.057, -0.155], [0.243, 0.004, 0.065], [-0.049, 0.098, 0.023], [0.057, -0.051, 0.021], [-0.131, 0.002, 0.197], [-0.139, 0.127, 0.122], [0.030, -0.066, 0.003], [0.088, -0.029, -0.241], [-0.013, -0.324, 0.223], [0.594, -3.509, 2.541], [0.089, 0.090, 0.010], [0.057, 0.040, 0.025], [0.030, -0.114, 0.026], [0.776, 0.253, 0.862], [-0.096, 0.207, -0.089], [0.047, -0.051, 0.224], [-0.054, 0.021, -0.086], [0.512, 0.625, 0.451], [0.039, -0.257, -0.016], [0.014, -0.057, 0.050]],
  "mulliken_spin": [0.000, 0.002, 0.000, 0.000, 0.021, 0.974, -0.042, 0.012, -0.023, 0.000, -0.003, 0.000, 0.001, -0.012, 0.006, 0.020, -0.004, -0.002, 0.012, 0.002, -0.005, 0.000, 0.003, 0.002, 0.001, 0.000, -0.004, 0.000, 0.000, 0.002, -0.003, 0.000, 0.000, 0.018, -0.001, 0.003, -0.018, 0.000, 0.003, 0.000, 0.000, 0.000, 0.002, 0.000, 0.000, 0.077, -0.001, 0.000, 0.000, 0.000, 0.000, 0.000, -0.001, -0.033, 0.000, 0.000, 0.000, 0.000, 0.000, 0.000, -0.001, 0.000, 0.000, 0.000, 0.031, 0.000, 0.000, 0.000, 0.000, -0.009, 0.000, 0.000, 0.000, -0.007, 0.005, 0.000, 0.000, 0.000, 0.006, -0.034, 0.000, 0.000, 0.000, 0.000, 0.000]
}

(3)
{
  "formula": "C33H57CdN4OP2",
  "method": "wB97M-V/def2-TZVPD",
  "max_force_ev_per_a": 4.72,
  "lumo_ha": -0.1016,
  "gap_ev": 5.56,
  "charge": 1,
  "homo_energy_ev": -8.3,
  "species": ["H", "Cd", "C", "C", "H", "H", "C", "H", "H", "H", "H", "H", "H", "C", "C", "H", "H", "N", "H", "N", "C", "H", "C", "C", "N", "H", "H", "H", "C", "H", "H", "C", "H", "H", "C", "C", "H", "C", "C", "C", "H", "H", "H", "H", "C", "H", "H", "H", "H", "C", "H", "H", "O", "H", "C", "H", "H", "C", "C", "H", "H", "H", "C", "H", "H", "H", "N", "C", "C", "H", "H", "H", "C", "C", "H", "H", "C", "H", "C", "C", "H", "H", "H", "C", "H", "P", "H", "H", "H", "C", "H", "C", "C", "C", "H", "P", "H", "H"],
  "coordinates": [[-1.279, -2.971, 2.561], [-0.024, 0.073, 0.162], [-2.607, 2.615, -0.214], [3.284, 1.112, 3.116], [2.188, 2.115, 4.683], [-2.418, 2.440, 0.855], [1.095, 1.464, 2.995], [-2.823, 4.309, -2.403], [2.494, -3.261, -0.934], [-1.695, 2.148, -4.291], [1.478, 3.737, 1.617], [-0.610, -5.612, -1.822], [2.869, -2.063, 0.355], [-1.492, 4.823, -0.094], [2.803, 0.606, 1.934], [1.075, 2.704, -3.377], [2.598, -4.443, 1.178], [-1.848, -0.225, -1.839], [3.959, 3.835, -0.224], [2.184, 1.657, 3.768], [1.654, -4.687, 1.690], [0.992, -3.402, -2.722], [2.344, -1.191, -1.599], [0.765, -3.447, 1.884], [1.420, 0.811, 1.873], [-0.715, -1.154, -4.784], [-0.177, 2.767, 4.082], [3.365, 0.105, 1.161], [-1.526, 3.502, -0.870], [2.463, -2.217, 2.560], [-2.256, -3.746, 0.164], [-1.911, 3.698, -2.330], [0.958, -5.332, -1.037], [-0.775, 1.080, 3.935], [-0.431, -3.617, -1.059], [1.665, 4.933, -1.678], [-0.126, -2.027, -2.551], [-1.475, 1.190, -4.777], [-0.035, -3.116, -2.459], [1.078, 2.123, -2.443], [-2.476, -4.022, -1.593], [0.868, -1.602, 3.087], [-0.538, -5.574, -0.060], [4.278, 1.133, 3.525], [1.816, 3.916, -0.532], [-2.744, 1.655, -0.725], [3.975, -2.276, -2.469], [4.036, -0.798, -4.497], [-2.511, 5.244, -0.093], [-1.791, -1.180, -5.045], [0.873, 5.262, 0.942], [-0.814, 2.204, 2.501], [-2.718, -0.726, 2.294], [2.612, 5.460, -1.841], [1.717, 0.866, -2.585], [-1.539, 1.348, -5.874], [1.567, -3.053, 3.846], [-2.388, -0.255, -2.894], [3.305, -1.426, -2.571], [-2.125, 2.722, -2.781], [-1.111, -4.608, 1.835], [-0.698, -3.568, -3.212], [1.456, -2.509, 2.893], [1.143, -5.488, 1.143], [1.901, -5.080, 2.690], [3.421, 2.881, -1.634], [1.576, -0.092, -1.605], [-3.882, 0.416, -4.663], [-2.434, 0.039, -4.386], [-3.565, 3.157, -0.297], [-1.857, -1.160, -6.138], [2.457, 1.176, -4.571], [-0.117, -5.117, -0.967], [2.204, -2.278, -0.507], [1.412, 4.449, -2.625], [-4.551, -0.452, -4.636], [-1.940, -3.425, -0.838], [-1.142, 4.220, -2.912], [-0.615, -3.846, 2.455], [3.335, -0.595, -3.684], [-3.983, 0.959, -5.601], [-0.420, 0.967, -4.518], [-0.820, 5.570, -0.540], [3.166, 3.180, -0.610], [-4.234, 1.107, -3.876], [0.367, 2.678, -0.853], [-2.153, -2.148, -4.677], [2.611, 5.014, 1.158], [0.884, 5.670, -1.476], [1.674, 4.519, 0.871], [3.193, 2.292, 0.032], [2.518, 0.531, -3.704], [-1.745, -0.639, 1.683], [-0.251, 1.898, 3.403], [-1.219, 4.650, 0.958], [0.493, -2.518, 0.235], [-2.245, -2.385, -0.979], [-0.447, -4.291, 3.451]],
  "forces_ev_per_angstrom": [[0.224, -0.457, 0.043], [1.195, 0.992, -1.174], [0.399, -0.037, -0.122], [-0.610, -0.065, -0.512], [0.017, -0.279, -0.670], [-0.003, 0.037, -0.177], [0.674, -0.657, -0.660], [0.058, -0.138, 0.075], [0.138, 0.648, 0.228], [-0.107, -0.447, -0.417], [0.081, 0.081, -0.142], [0.179, 0.141, 0.226], [-0.230, -0.100, -0.459], [-0.201, 0.056, -0.034], [-0.412, 0.270, 0.987], [-0.014, 0.023, 0.691], [-0.292, -0.098, 0.189], [-2.341, -0.458, -2.832], [-0.205, 0.112, -0.174], [0.514, -0.119, -0.016], [-0.053, -0.169, 0.258], [-0.242, 0.109, 0.096], [0.496, -0.292, -0.169], [-0.022, 0.083, -0.497], [0.608, 0.309, 1.144], [-0.493, -0.067, -0.207], [-0.158, -0.400, -0.315], [-0.181, 0.081, -0.040], [1.299, 0.075, -0.235], [-0.294, -0.010, 0.108], [0.033, -0.017, -0.309], [-0.227, 0.252, -0.043], [-0.309, 0.045, 0.051], [0.087, 0.464, -0.280], [0.198, 0.111, 0.500], [0.373, 0.382, 0.141], [0.055, -0.215, 0.035], [0.431, 0.626, 0.264], [0.080, 0.109, -0.034], [-0.957, -1.024, -0.299], [0.062, 0.079, 0.297], [0.148, -0.132, -0.079], [0.219, 0.138, -0.254], [-0.018, 0.067, 0.022], [-1.226, 0.112, 0.317], [0.158, 0.201, 0.151], [-0.197, 0.075, -0.136], [-0.364, 0.081, 0.141], [0.270, -0.039, -0.013], [0.365, -0.869, -0.018], [0.192, -0.177, -0.049], [0.117, -0.171, 0.519], [3.146, 0.020, -1.955], [-0.101, 0.106, 0.080], [-1.271, 0.737, 1.034], [-0.089, -0.270, 0.582], [-0.030, 0.171, -0.290], [3.771, 1.365, 2.465], [-0.083, -0.726, 0.682], [0.125, 0.442, 0.249], [0.109, 0.315, 0.210], [0.089, 0.021, 0.262], [-0.022, -0.055, -0.120], [0.267, 0.316, 0.206], [0.028, 0.056, -0.291], [-0.123, 0.074, 0.315], [-0.012, -0.874, 0.878], [-0.592, 0.138, 0.003], [0.118, -0.106, 0.497], [0.282, -0.134, 0.093], [-0.173, 0.119, 0.182], [0.260, 0.053, 0.006], [-0.094, -0.122, -0.196], [-0.380, -0.337, 0.268], [0.219, 0.096, 0.259], [0.146, 0.139, -0.168], [-0.061, 0.064, -0.066], [-0.065, -0.214, 0.083], [0.254, -0.141, -0.052], [-0.406, 1.488, -0.288], [-0.010, -0.266, -0.143], [-0.672, -0.032, -0.109], [-0.275, -0.299, 0.241], [-0.087, -0.226, -0.113], [0.189, -0.227, -0.318], [-0.160, -1.283, -0.857], [-0.270, 0.239, -0.181], [-0.175, -0.001, -0.005], [0.234, -0.024, 0.065], [0.185, 0.370, 0.062], [-0.158, 0.078, -0.183], [0.677, -0.917, -0.706], [-4.044, 0.420, 2.399], [-0.613, 0.267, 0.101], [-0.002, 0.134, -0.317], [0.435, -0.341, -0.748], [0.097, -0.156, 0.059], [-0.178, 0.202, -0.290]],
  "mulliken_charge": [0.076, 7.199, -1.633, -1.215, 0.240, 0.248, -0.337, 0.472, 0.779, 0.397, 0.062, 0.496, 0.843, -1.798, -0.873, 0.347, 0.256, -0.607, 0.639, 0.071, -1.691, 0.254, -0.504, 1.812, 0.344, 0.285, 0.524, 0.540, 2.232, 0.329, 0.278, -1.377, 0.353, 0.281, 2.529, -1.347, -0.066, -1.356, -1.577, -0.927, 0.541, 0.145, 0.377, 0.479, 1.839, 0.064, 0.554, 0.439, 0.559, -1.607, 0.293, -0.069, -0.238, 0.458, -0.370, 0.538, 0.658, -0.582, -0.868, -0.213, 0.293, 0.584, -1.731, 0.335, 0.526, 0.303, 0.838, -1.701, 2.201, 0.539, 0.460, 0.502, -1.939, -1.913, 0.185, 0.396, -1.566, 0.351, -1.521, -1.061, 0.398, 0.087, 0.253, -1.491, 0.325, -0.468, 0.359, 0.505, 0.262, -1.460, 0.034, -0.989, -0.485, -1.398, 0.260, -1.373, 0.031, 0.498]
}

(4)
{
  "formula": "C2H4ClP",
  "method": "wB97M-V/def2-TZVPD",
  "max_force_ev_per_a": 0.96,
  "lumo_ha": [-0.0454, -0.0444],
  "gap_ev": [6.98, 7.05],
  "e_above_lowest_kj_mol": 200.4,
  "homo_energy_ev": [-8.2, -8.3],
  "species": ["C", "C", "Cl", "H", "H", "P", "H", "H"],
  "coordinates": [[-0.812, -0.507, 0.756], [0.013, -1.356, 0.181], [0.853, 3.047, -2.277], [0.132, -1.386, -0.892], [-0.949, -0.467, 1.823], [1.561, 2.542, -0.511], [-1.405, 0.187, 0.179], [0.606, -2.061, 0.741]],
  "forces_ev_per_angstrom": [[-0.230, 0.207, 0.073], [0.169, -0.168, -0.214], [-0.347, 0.240, -0.856], [0.002, 0.022, -0.143], [0.036, -0.042, 0.223], [0.340, -0.255, 0.863], [-0.039, 0.076, -0.113], [0.069, -0.079, 0.166]],
  "mulliken_charge": [-0.494, -0.431, -0.120, 0.229, 0.217, 0.120, 0.254, 0.225]
}